Here is a structure of composition C17H3BrCl5EuN4O6S2 at a distorted geometry from the Open Molecules 2025 dataset. Energies are from ωB97M-V with the def2-TZVPD basis set.

Highest occupied orbital energy (spin up / spin down)   -0.0553 / -0.1515 hartree
Spin multiplicity   7
LUMO energy (spin up / spin down)   3.651 / 0.436 eV
Net charge   -2
Relative energy (zero: lowest compared OMol25 entry of this formula, charge and spin)   365.75 kJ/mol

Last column: Mulliken charge in e.
CARTESIAN COORDINATES (ANGSTROEM)
1 Eu 0.443 0.500 0.307  0.87
2 Cl 2.525 2.924 0.649  -0.24
3 C 3.449 1.740 -0.268  1.16
4 C 2.802 0.553 -0.542  -1.11
5 C 3.571 -0.378 -1.229  0.87
6 Cl 2.879 -1.940 -1.557  -0.17
7 C 4.874 -0.125 -1.656  -0.57
8 Cl 5.777 -1.316 -2.530  -0.21
9 C 5.464 1.105 -1.365  0.80
10 Cl 7.081 1.446 -1.880  -0.22
11 C 4.746 2.056 -0.650  -0.73
12 Cl 5.462 3.581 -0.245  -0.22
13 S 0.361 -2.044 1.628  -0.35
14 C 1.116 -1.324 2.960  1.16
15 S 1.718 0.254 2.899  -0.18
16 C 1.279 -2.042 4.195  0.07
17 C 1.954 -1.487 5.323  -0.01
18 N 2.487 -1.096 6.267  -0.54
19 C 0.780 -3.366 4.371  0.01
20 N 0.382 -4.427 4.583  -0.54
21 O -3.430 1.150 2.489  -0.71
22 C -2.642 0.867 1.602  0.26
23 O -1.349 1.002 1.634  -0.39
24 C -3.122 0.359 0.258  0.47
25 C -2.290 -0.502 -0.438  -0.49
26 C -2.427 -0.685 -1.813  -0.42
27 C -3.578 -0.216 -2.456  -0.60
28 C -4.459 0.530 -1.704  0.17
29 C -4.240 0.876 -0.363  -0.78
30 N -5.658 1.054 -2.373  1.02
31 O -6.478 1.651 -1.698  -0.64
32 O -5.847 0.769 -3.542  -0.64
33 N -1.342 -1.174 -2.496  0.68
34 O -1.451 -1.591 -3.694  -0.76
35 O -0.183 -1.136 -1.884  -0.59
36 H -1.521 -1.057 0.069  1.09
37 H -3.723 -0.378 -3.512  0.53
38 H -4.902 1.554 0.152  0.48
39 Br -0.507 2.312 -1.490  -0.52